# 1
Molecular formula: C31H54ClIrNO3P2SSi2
Method: DFT, ωB97M-V/def2-TZVPD

Each line ends with the Mulliken spin population.
Cartesian coordinates (Å):
Ir: -0.1440 -0.0683 -0.8908  2.64
Cl: -5.5310 0.1172 1.1963  0.05
S: 2.9495 0.4626 4.2073  0.00
P: -0.4074 -2.7216 -0.1614  0.23
P: -0.4031 2.6734 -0.6288  0.23
Si: 1.8673 2.6529 -2.6700  0.00
Si: 1.8718 -3.0530 -2.1668  0.00
O: 3.6693 1.8182 4.2545  0.00
O: 0.6637 0.1122 1.0453  0.21
O: 3.9685 -0.6587 4.4437  0.00
N: 2.5132 0.2997 2.5103  0.05
C: 0.4500 0.3166 3.7724  0.00
C: -0.4473 0.3044 6.4914  0.00
C: 1.9395 -0.2051 -2.4791  0.08
C: -1.3788 0.2996 5.4637  0.00
C: 3.7431 -2.9454 -2.0788  0.01
C: -0.9113 3.3866 1.0344  0.06
C: -2.9421 -3.2299 -1.2817  0.01
C: -0.0923 0.4340 -3.2702  0.10
C: -0.9531 0.3184 4.1369  0.01
C: 1.3979 -4.3741 -3.4193  0.00
C: -0.7099 -1.9362 2.5179  -0.01
C: -0.9157 -3.1334 1.6006  0.06
C: 0.9186 0.3558 6.1876  0.00
C: -1.5203 3.5254 -1.8693  0.02
C: -1.5196 5.0452 -1.8237  0.01
C: -0.2278 4.7003 1.3841  0.01
C: 1.1876 -1.3857 -2.6299  0.20
C: -1.5214 -5.2654 -0.9243  0.01
C: -2.3563 0.0042 -0.1584  0.52
C: -2.9377 2.9790 -1.8279  0.01
C: 3.7399 2.5698 -2.5764  0.01
C: 1.2398 -3.4750 -0.4299  0.02
C: 1.3846 3.7350 -4.1311  0.00
C: -0.2295 -4.3641 2.1751  0.01
C: -0.7054 2.3687 2.1474  -0.02
C: 1.2434 3.3670 -1.0283  0.03
C: 1.3287 0.3665 4.8410  0.00
C: 1.2367 0.2354 2.3585  0.00
C: -1.5250 -3.7771 -1.2345  0.02
C: 1.1860 0.9290 -2.8351  0.20
C: -0.0908 -0.9770 -3.1460  0.10
H: -2.9797 1.9437 -2.1481  -0.01
H: -0.6807 -4.6215 3.1344  0.00
H: -0.6791 5.1208 2.2840  0.00
H: -3.5872 -3.9120 -1.8366  0.00
H: -0.3026 -5.2362 1.5327  0.00
H: -0.7985 0.2781 7.5164  0.00
H: 1.5447 -5.3734 -3.0093  0.00
H: -1.1391 -1.0301 2.1023  0.02
H: -1.0906 -3.6402 -2.2250  0.00
H: -1.9881 -3.3296 1.5275  0.00
H: -0.5178 -5.6769 -0.8503  0.00
H: -2.9461 -0.0700 -1.0813  -0.03
H: 0.3465 -1.7441 2.6877  0.01
H: 2.0267 -4.2870 -4.3052  0.00
H: 4.1760 -3.9255 -1.8781  0.00
H: 1.2814 -4.5397 -0.2031  0.01
H: -0.8939 1.0241 -3.6837  0.00
H: -2.0317 5.4412 -2.7021  0.00
H: 4.1698 -2.5796 -3.0118  0.00
H: -1.1810 -2.1221 3.4843  0.00
H: 0.3506 2.2105 2.3499  0.01
H: 0.3598 3.5827 -4.4631  0.00
H: 1.9091 -2.9635 0.2632  0.01
H: 4.1625 2.0474 -3.4337  0.00
H: -2.4428 0.2690 5.6866  0.00
H: -1.0813 3.2184 -2.8189  0.00
H: -2.7024 -0.8164 0.4718  0.03
H: -2.6927 0.9232 0.3243  0.03
H: 4.0680 2.0564 -1.6739  0.00
H: -0.3039 5.4461 0.5987  0.00
H: 4.0615 -2.2784 -1.2790  0.00
H: -2.0521 5.4162 -0.9497  0.00
H: -1.9839 3.5655 0.9273  0.00
H: -2.0375 -5.8094 -1.7168  0.00
H: 2.0336 3.5200 -4.9799  0.00
H: 1.2864 4.4546 -0.9880  0.01
H: 4.1682 3.5721 -2.5553  0.00
H: -3.3687 -3.1210 -0.2855  0.00
H: 2.9268 -0.1662 -2.0520  0.03
H: 1.6359 0.3806 6.9932  0.00
H: -3.5826 3.5663 -2.4826  0.00
H: 1.4983 4.7920 -3.8904  0.00
H: -2.9803 -2.2581 -1.7615  -0.01
H: 0.8260 -4.1705 2.3563  0.00
H: 0.8283 4.5442 1.5955  0.00
H: 0.3640 -4.3043 -3.7505  0.00
H: -0.5176 5.4665 -1.8164  0.00
H: 1.9151 2.9800 -0.2608  0.01
H: -1.1790 2.7200 3.0654  0.00
H: -3.3638 3.0305 -0.8267  0.00
H: -2.0474 -5.4775 0.0046  0.00
H: -1.7915 0.3009 3.4596  0.00
H: -1.1330 1.4030 1.8963  0.02
H: -0.8902 -1.6324 -3.4517  0.00

Calculated values
- Spin multiplicity: 6
- M: 866.63 u
- ΔE to the lowest compared entry with this formula, charge and spin: 291.8 kJ/mol
- DFT total energy: -101178.681 eV
- LUMO level (alpha / beta): -0.5 / -3.2 eV
- HOMO-LUMO gap (alpha / beta): 0.2209 / 0.1180 Eh

=====

# 2
Molecular formula: C31H54IN2O7PS
Method: DFT, ωB97M-V/def2-TZVPD

Each line ends with the Mulliken charge.
Cartesian coordinates (Å):
I: -5.4732 -1.3650 2.9691  0.08
S: -7.2340 1.2096 4.1204  -0.31
P: -2.9620 -0.2853 0.3541  0.48
O: -6.5140 4.0430 3.1949  -0.51
O: 8.1998 -7.7066 -4.4794  -0.39
O: 2.8641 -4.4931 -1.1275  -0.37
O: 2.6905 4.4785 -0.4325  -0.40
O: -4.9024 5.8045 1.8178  -0.57
O: -3.6328 4.0629 4.5423  -0.12
O: -1.7669 2.3556 -0.2452  -0.58
N: 7.3182 -5.3790 -3.0475  -0.62
N: 0.7477 -2.9003 -0.0194  -0.56
C: -3.4199 -2.0951 0.3719  -0.70
C: -2.4370 4.5456 -2.1546  -1.04
C: -4.7389 3.3632 1.5723  0.02
C: -4.7500 4.9561 4.7595  -0.59
C: -0.1707 5.8660 -2.5848  -0.84
C: 4.1740 -4.0579 -0.7969  -0.55
C: -4.5528 4.8508 1.1640  0.08
C: -3.1036 4.2043 -0.7908  0.24
C: -3.9012 2.3226 0.9487  -0.27
C: -3.9134 5.1378 -0.2244  -0.28
C: 7.4782 -8.8921 -4.1917  -0.64
C: -2.8462 2.8643 -0.0306  0.28
C: -2.6173 -2.9627 1.4373  -0.83
C: 6.5726 -5.8407 -4.2245  0.37
C: 3.0882 3.0866 -0.5361  -0.57
C: 7.4502 -6.7042 -5.1491  -0.77
C: -3.2892 0.1474 -1.4811  -0.97
C: 2.1080 -4.9831 -0.0313  -0.83
C: 5.3002 -6.5415 -3.7590  -1.29
C: -4.0785 0.8818 1.2696  0.43
C: -5.1040 0.6197 2.2792  -0.21
C: 0.9685 5.9904 -1.4731  -0.61
C: -5.9436 1.6679 2.9076  0.33
C: 2.3975 -3.1619 1.7522  -1.51
C: 1.4350 -3.8893 0.8182  0.48
C: 1.9168 4.7467 -1.6080  -0.43
C: -5.7558 3.0818 2.5711  0.24
C: -6.1272 4.2491 4.5598  -0.54
C: -1.6278 5.9230 -1.9772  -0.66
C: -1.4804 3.1610 5.4156  -1.02
C: -2.6953 4.1609 5.6066  -0.40
H: -4.0033 1.0117 -1.5391  0.31
H: -0.0303 6.7808 -3.2288  0.39
H: 8.1945 -9.7126 -4.1269  0.25
H: -3.2178 4.7570 -2.9355  0.34
H: -1.1020 2.7802 6.4027  0.31
H: 1.2514 3.8538 -1.7884  0.30
H: 3.0488 -3.8685 2.2725  0.36
H: 1.5598 6.9334 -1.5757  0.28
H: 0.6862 -4.3820 1.4479  0.37
H: 7.7482 -6.1978 -2.6204  0.29
H: 1.8414 -2.6040 2.5084  0.35
H: -2.5682 -4.0036 1.0032  0.32
H: 3.0259 -2.4423 1.2259  0.28
H: -1.5592 -2.6314 1.5563  0.17
H: -0.6327 3.7483 4.9712  0.28
H: -1.7518 2.2628 4.8140  0.25
H: 2.7159 -5.6553 0.5878  0.45
H: -3.1566 3.9304 6.6101  0.35
H: 0.5551 5.9761 -0.4331  0.34
H: 1.3180 -5.5985 -0.4731  0.33
H: -4.7007 5.2172 5.8598  0.57
H: -6.1202 3.3296 5.1966  0.21
H: -2.2264 5.1857 5.6757  0.30
H: 6.7484 -9.1277 -4.9705  0.30
H: 5.4899 -7.2793 -2.9779  0.27
H: 8.1123 -4.8247 -3.3585  0.27
H: 2.5946 4.8901 -2.4952  0.28
H: 4.1588 -3.0024 -0.5150  0.21
H: -4.5185 -2.3231 0.3843  0.45
H: -3.0721 -2.5057 -0.6211  0.33
H: 4.8025 -7.0457 -4.5910  0.36
H: -4.0942 6.0964 -0.7689  0.37
H: 4.0020 2.8686 0.0636  0.25
H: -3.1418 -3.0618 2.4127  0.25
H: -2.2875 0.4634 -1.8731  0.16
H: 6.2637 -4.9611 -4.7988  0.37
H: 3.2663 2.9021 -1.6348  0.31
H: 6.9851 -8.8091 -3.2203  0.23
H: 1.4153 -2.5779 -0.7181  0.29
H: -1.7888 3.7346 -2.5620  0.41
H: -3.6347 -0.7406 -2.0592  0.51
H: 2.2229 2.4387 -0.2429  0.18
H: 6.8630 -7.1420 -5.9664  0.41
H: 8.1913 -6.0489 -5.6168  0.36
H: 4.7931 -4.1500 -1.6903  0.17
H: -1.4988 6.1239 -0.8803  0.38
H: -2.2412 6.7559 -2.4163  0.39
H: -6.9034 4.9278 5.0102  0.38
H: 4.6200 -4.6601 -0.0014  0.28
H: 4.5985 -5.8148 -3.3443  0.24
H: 0.0353 -3.3758 -0.5689  0.24
H: -4.6419 5.9268 4.2184  0.18
H: 0.0233 4.9889 -3.2469  0.52
H: -7.9112 0.1396 3.5707  0.19

Calculated values
- Structure (SMILES): CCOCCOc1c(S)c(I)c(P(C)CC)c2c1C(=O)C=C(CCCCCOC)C2=O.COC[C@@H](C)N.COC[C@@H](C)N
- M: 756.73 u
- DFT total energy: -78553.544 eV
- LUMO level: -0.8 eV
- HOMO-LUMO gap: 0.2534 Eh

=====

# 3
Molecular formula: C31H55AsBN10PtS
Method: DFT, ωB97M-V/def2-TZVPD

Each line ends with the Mulliken spin population.
Cartesian coordinates (Å):
Pt: -0.1989 0.6971 -0.4917  0.64
As: -2.6358 0.8682 -0.4612  0.00
S: -0.5612 -1.4531 -1.1937  0.08
N: 0.9476 3.3530 0.2632  -0.03
N: 0.2139 2.7319 -0.6944  0.07
N: 1.1841 -3.2167 -2.0566  0.00
N: 2.6839 3.3696 2.1046  0.00
N: 0.9147 1.6718 2.1591  -0.05
N: 2.0320 4.4119 2.7014  0.00
N: -0.0917 0.8924 1.7110  0.23
N: 1.4199 -2.7433 0.1623  0.01
N: 2.6240 1.5299 0.2909  -0.02
N: 1.9357 0.7193 -0.5745  0.08
C: -0.6962 0.3639 2.7877  -0.01
C: -2.8911 3.5329 0.6767  0.00
C: -3.1770 2.0636 0.9757  0.00
C: 0.6270 -4.5799 -4.0441  0.00
C: 0.9502 -2.3922 1.5076  0.01
C: -5.0353 -0.6116 0.2179  0.00
C: 0.6422 -3.1864 -3.4240  0.01
C: 2.7790 0.3621 -1.5509  -0.01
C: -0.0498 0.8082 3.9389  0.01
C: 2.4256 -0.4199 -2.7703  0.02
C: -3.3578 0.7596 -3.2817  0.00
C: -0.0477 3.6236 -1.6627  -0.02
C: 3.9541 3.2797 2.5849  0.00
C: 0.8048 -2.5304 -0.9887  -0.01
C: -0.7147 3.2963 -2.9506  0.01
C: 0.6641 -4.8000 2.3871  0.00
C: 4.0374 0.9064 -1.2982  0.00
C: 0.7883 -5.7611 1.2102  0.00
C: 0.9646 1.6279 3.4964  -0.01
C: -3.6076 -0.8191 -0.2784  0.00
C: -3.5224 1.6025 -2.0210  0.00
C: 4.1352 4.2872 3.4916  0.00
C: 2.8989 4.9716 3.5252  0.00
C: 0.4964 4.8523 -1.2961  0.00
C: -0.5782 -5.4391 -3.6710  0.00
C: 2.5193 6.1480 4.3615  0.00
C: -0.6742 -5.7980 -2.1943  0.00
C: -1.8923 -0.5208 2.7543  -0.01
C: 0.0085 -3.4483 2.0790  0.00
C: 3.8848 1.6509 -0.1547  0.00
C: 1.1221 4.6345 -0.0896  0.00
B: 1.8307 2.4955 1.2317  -0.02
H: 3.4048 6.6744 4.7110  0.00
H: 0.6468 -4.4477 -5.1267  0.00
H: 1.3578 -0.5977 -2.8572  0.00
H: 4.5971 2.2750 0.3502  0.00
H: -2.6441 1.7557 1.8705  0.00
H: 1.9509 5.8306 5.2366  0.00
H: 1.5584 -5.0987 -3.7889  0.00
H: -3.7183 1.3104 -4.1498  0.00
H: 1.2626 -2.5125 -4.0232  0.00
H: -1.6581 3.8293 -3.0588  0.00
H: -1.5146 -6.4673 -2.0131  0.00
H: -0.1862 -5.9483 0.7573  0.00
H: -4.5720 1.6811 -1.7293  0.00
H: -0.3012 0.5644 4.9558  0.00
H: -3.1380 4.1309 1.5532  0.00
H: -3.5923 -1.2686 -1.2722  0.00
H: 2.7526 0.1324 -3.6507  0.00
H: -0.8367 -3.5828 1.3943  0.00
H: -2.7299 -0.0498 3.2700  0.00
H: 2.1918 -3.3963 0.1405  0.00
H: 0.4605 5.7691 -1.8571  0.00
H: 4.9242 0.7956 -1.8961  0.00
H: -2.1919 -0.7610 1.7404  0.01
H: 5.0319 4.5191 4.0386  0.00
H: 1.7014 2.1933 4.0388  0.00
H: -1.6854 -1.4523 3.2780  0.00
H: 2.9499 -1.3781 -2.7752  0.00
H: -5.0581 -0.3419 1.2734  0.00
H: 1.8407 -2.3170 2.1324  0.00
H: -0.3655 -2.7763 -3.3857  -0.01
H: -1.8401 3.7085 0.4504  0.00
H: -5.5708 0.1566 -0.3406  0.00
H: -3.1564 2.6145 -2.1561  0.00
H: 1.4505 -5.3985 0.4197  0.00
H: 1.8986 6.8402 3.7956  0.00
H: -0.0762 3.6166 -3.7738  0.00
H: -4.2420 1.8917 1.1390  0.00
H: 0.0664 -5.2910 3.1560  0.00
H: -3.9302 -0.1656 -3.2242  0.00
H: 1.6468 -4.6269 2.8370  0.00
H: -5.5934 -1.5401 0.1031  0.00
H: -2.3159 0.4915 -3.4693  0.00
H: -0.5323 -6.3550 -4.2619  0.00
H: 0.4961 -1.4037 1.4603  0.00
H: 1.1881 -6.7192 1.5384  0.00
H: 0.2275 -6.3093 -1.8502  0.00
H: 1.9154 -3.9035 -1.9163  0.00
H: 1.6857 5.2945 0.5454  0.00
H: -0.8865 2.2266 -3.0576  0.00
H: -1.4895 -4.9196 -3.9816  0.00
H: -0.8253 -4.9158 -1.5657  0.00
H: -3.0566 -1.4988 0.3655  0.00
H: 4.6305 2.4938 2.3015  0.00
H: -0.3948 -3.0513 3.0108  0.00
H: -3.4919 3.9066 -0.1526  0.00

Calculated values
- Spin multiplicity: 2
- M: 880.73 u
- DFT total energy: -123528.536 eV
- Total charge: +2
- LUMO level (alpha / beta): -5.9 / -7.3 eV
- HOMO-LUMO gap (alpha / beta): 0.2773 / 0.2284 Eh